Formula: C46H50BrIrN8O5S
Source: the OMol25 dataset
Level of theory: ωB97M-V with the def2-TZVPD basis set

Geometry as ORCA input:
```
! wB97M-V def2-TZVPD RIJCOSX def2/J DEFGRID3
* xyz 1 2
H -3.0142 -6.1240 -3.2176
N 3.2197 -2.6317 -0.4364
H -0.6139 7.4992 0.8642
C -1.2080 0.9422 4.5180
H -4.1472 -1.6028 -0.6454
Br 2.5784 1.8326 1.3736
C 2.3072 -3.3709 -2.4887
C -2.0216 2.6340 -1.5972
H -0.8893 -4.2030 -3.1910
C -1.0159 6.6834 3.5072
H -1.9361 6.7263 2.9249
C 0.2262 6.4925 2.6202
C -0.0224 -3.8411 -2.6549
S -1.8276 -1.4129 -3.6409
C -1.1820 -4.7856 -5.7195
H 1.5278 -1.8165 -3.3528
C -2.4903 -5.3779 -3.8035
H -0.9729 -7.7360 -4.8653
C 1.4506 0.7565 -1.8348
C 1.4792 0.3628 -3.2980
H -3.9585 4.3274 -1.3041
N -2.6217 -2.1886 0.6367
C 0.1546 5.1339 1.9493
H -3.6451 2.8028 1.4834
H -1.9944 -0.4491 -0.4219
N -0.6257 -1.3768 0.9524
C -1.9983 -3.0012 1.5541
H -1.3699 3.3015 -2.1642
H 7.3075 -2.5202 4.1627
H -1.1086 5.8745 4.2342
O -2.8033 -1.2675 -2.5854
C -0.1404 2.5813 0.7776
C 0.2500 7.5736 1.5256
H 5.9287 -3.2859 0.1608
H -1.6110 -7.3069 -6.4492
H 2.1643 4.4870 2.4584
H -2.8763 1.3858 0.7529
Ir 0.9458 -0.1127 0.9859
H -1.7839 5.5215 1.1381
C -1.7806 -7.2093 -5.3781
H 1.4528 7.6128 3.9857
N -0.4044 -1.1710 -2.9308
H -3.0430 -3.7493 -2.5096
H 1.1514 7.4943 0.9161
C -1.8577 -3.0972 -4.1641
C 0.9291 0.2465 5.3052
C -3.3489 2.3446 0.5370
H -2.4878 -3.8554 1.9873
C -1.8188 -5.7658 -4.9611
C -1.0023 4.7817 1.2205
N 2.4125 -1.4207 1.5510
C 2.9822 -1.2485 2.7759
N 2.5243 -0.6776 3.8503
C -1.7603 -1.2243 0.2891
C -0.1426 -3.3815 -1.3552
H -3.6749 4.9853 0.2997
C 2.0842 -2.9399 -1.1749
H 0.9576 1.1570 -3.8320
C 6.7498 -2.9500 2.1381
O -1.8814 -0.6078 -4.8234
C 3.3121 -2.1418 0.7281
C 1.2940 -0.1159 3.9903
C -0.7524 -2.4939 1.7396
H -0.5740 1.0502 6.5832
C 4.5670 -2.3065 1.5010
H -4.1345 -3.3313 -0.2436
N 0.8740 -2.9287 -0.6234
H -0.9276 7.6229 4.0533
C 5.7689 -2.8933 1.1556
C -2.5090 -4.0531 -3.3994
H 1.3860 -4.1650 -4.2534
C -0.3020 0.7767 5.5725
H -0.3781 -1.2000 -1.9236
C 1.4738 6.6414 3.4925
H 1.5186 5.8746 4.2688
C -3.9876 -2.3268 0.1488
H -1.5044 1.6865 -1.4855
H -0.6784 -5.0661 -6.6365
C 4.3433 -1.8126 2.7696
H -2.9228 2.4553 -2.1843
N 0.4253 0.1005 2.9780
H 3.3177 -3.3560 -2.8715
H 0.0552 -2.8415 2.3579
C 1.0937 3.0085 1.3942
H 0.2353 8.5605 1.9900
C -1.1781 3.5787 0.5910
C -1.2030 -3.4553 -5.3343
H -2.2000 1.3418 4.6698
H -1.1164 -3.3820 -0.8700
H -4.2501 2.1527 -0.0476
H 2.5204 0.3852 -3.6317
C -2.4126 3.2739 -0.2525
H -1.4689 0.7146 2.4168
H -4.6907 -2.1504 0.9607
H 0.6818 -1.0344 -4.6907
H -2.7124 -7.7160 -5.1298
O 1.4227 1.9401 -1.5313
C 1.2403 -3.8224 -3.2369
H -0.7361 -2.6966 -5.9481
H -2.5311 5.3183 -1.0169
C -0.8054 0.5932 3.2602
H 2.3918 6.5975 2.9041
O -0.3566 1.3779 0.4460
C 0.8671 -0.9922 -3.6177
C 1.2319 4.2289 1.9789
C -3.1813 4.5604 -0.5768
H 5.1091 -1.4887 4.7524
C 5.3044 -1.8755 3.7617
H 1.6651 0.0686 6.0750
C 6.5214 -2.4521 3.4224
O 1.4797 -0.2506 -1.0011
H 7.7104 -3.3920 1.9083
*
```

Results
F_max: 3.06 eV Å⁻¹
Energy above the lowest of the compared OMol25 structures with the same formula, charge and spin: 3.611 eV
HOMO level (spin up / spin down): -9.8365 / -9.8324 eV

---

Formula: C46H50Cl3FeN7O4P2S
Source: the OMol25 dataset
Level of theory: ωB97M-V with the def2-TZVPD basis set

Geometry as ORCA input:
```
! wB97M-V def2-TZVPD RIJCOSX def2/J DEFGRID3
* xyz 1 6
N 5.3937 -0.1077 -0.6524
H -2.3043 3.9927 2.4093
H 4.0205 1.2191 2.6907
H 0.2320 2.6635 -3.0111
C 3.4739 2.1262 2.4207
C -0.5741 3.1128 1.5128
C -0.2307 3.2492 -2.2239
C -5.4185 -1.7448 -0.9102
H 4.6846 -1.1747 3.6750
C -0.6803 3.5339 0.1448
P 3.0135 1.1121 -0.1336
C 4.3008 -0.1715 0.0675
C -2.5321 0.9418 0.8158
H 2.5052 -3.4988 0.7718
C -7.2777 -1.2559 0.5018
C 2.6599 -1.9999 3.5166
H -2.4791 0.9946 1.8931
C 6.0992 -2.1053 0.4954
H -6.8382 1.1789 -1.7831
N -0.8302 -2.4492 -1.1824
H -4.5640 1.6239 0.2080
P 2.4013 -1.3150 1.7865
N 4.9425 -2.1629 1.2010
C 1.3508 -1.8775 4.3058
H 9.4177 -1.9717 -1.4923
H -2.0991 6.0361 -1.6882
C 3.6998 2.4911 0.9505
H 4.3096 1.8806 -1.9867
C -3.9074 1.0759 -2.5197
C -6.6557 0.2679 -1.2214
C 1.7546 -2.7100 0.8091
H 5.4400 2.8290 -0.3429
C -2.0386 -2.2815 1.0884
O -0.3673 -0.8686 2.0009
C -1.2359 3.8928 2.6087
H -3.1881 1.2016 -3.3285
S -3.5443 -3.9802 -5.1453
C -3.2774 -2.9432 1.3240
H 1.8985 3.7018 0.7103
C -5.7721 -2.7402 -5.2548
N -4.2744 -3.4425 1.6223
C -0.0612 2.7962 -0.8956
Cl -2.0307 -1.4192 -5.0436
H -1.0878 3.3741 3.5514
N -3.1452 0.9701 -1.2805
H -1.8593 5.2882 0.6169
C -6.2499 -2.1056 0.1404
H -4.1619 0.3200 -5.3841
H 2.9912 0.8160 -2.5083
C -1.3772 -2.3736 -0.1670
H -5.7823 -4.9362 -5.2396
C -1.8858 0.5126 -1.1974
H 1.5460 -2.1751 5.3406
H 2.6186 2.4874 -2.0590
Fe 0.5409 0.4260 0.8837
H 5.5198 3.5575 1.2618
C -5.2546 -3.9939 -5.2213
C 8.4806 -1.9976 -0.9498
H 3.8477 2.9353 3.0546
H 3.4079 -0.0966 4.2865
C -1.4060 4.7079 -0.1764
H 9.0029 -3.8055 0.1260
H 0.8367 -3.0792 1.2582
C -0.9539 4.3816 -2.4993
C 3.0802 -3.4702 3.4837
C -3.5717 1.2565 0.0002
N -1.4785 0.4719 0.0496
H 3.8896 -1.5188 5.2123
H -1.0715 4.7031 -3.5275
H 2.4199 1.9847 2.6585
Cl -4.1069 -2.8169 -1.3045
C -7.4932 -0.0627 -0.1727
H -6.0894 -3.0324 0.6737
H -4.0886 -0.9809 -3.0384
H -5.8276 0.0152 -5.8844
H -8.3088 0.5863 0.1184
O -5.6087 0.1308 -3.8864
H 3.2909 -3.7742 4.5138
C 6.3271 -1.0703 -0.4432
O 0.0591 2.0913 1.8777
C 7.0828 -3.1054 0.6884
C -4.7684 -1.7209 -5.2231
C -1.5470 5.1334 -1.4652
C 2.9736 3.7949 0.6110
O 0.6714 1.7315 -0.6904
C -5.0635 -0.2542 -5.1595
H -3.0009 -1.8645 3.4532
H -4.5474 1.9568 -2.4891
C 3.7272 -1.1384 4.2000
C 3.2589 1.6373 -1.8426
N -2.1380 -1.3734 3.2870
H -0.8101 4.8962 2.6795
Cl -8.3142 -1.6931 1.8207
H 3.1970 4.1321 -0.4039
C -5.6014 -0.5577 -1.6075
H 2.2792 -4.1093 3.1081
H 3.9742 -3.6334 2.8875
H 3.3114 4.5732 1.3009
C 7.5450 -1.0326 -1.1656
C -4.7573 -0.1611 -2.7875
H 5.7803 1.8216 1.0681
H -1.7073 -0.8578 4.0316
C -3.5253 -2.2707 -5.1558
H 7.7010 -0.2279 -1.8730
H 1.5172 -2.3910 -0.2058
C 8.2449 -3.0458 -0.0187
H 0.5734 -2.5297 3.9064
H -1.3156 0.1878 -2.0554
H 6.8847 -3.9000 1.3973
C 5.1978 2.6695 0.7088
H 0.9697 -0.8558 4.3050
H -6.8334 -2.5246 -5.2965
C -1.4891 -1.4957 2.1098
C 4.0624 -1.2192 0.9930
*
```

Results
F_max: 1.32 eV Å⁻¹
Energy above the lowest of the compared OMol25 structures with the same formula, charge and spin: 0.456 eV
HOMO level (spin up / spin down): -10.3774 / -10.3110 eV

---

F_max of number 2 (C46H50Cl3FeN7O4P2S)? 1.32 eV Å⁻¹

---

Which formula does entry 2 have? C46H50Cl3FeN7O4P2S